(1)
# C15H52N6O11

11 unconnected molecules or ions with the total composition C15H52N6O11 at a distorted geometry (the ωB97M-V functional and the def2-TZVPD basis, the Open Molecules 2025 dataset).

Energy above the lowest of the compared OMol25 structures with the same formula, charge and spin   114.92 kcal per mole
Multiplicity   1
HOMO level   -8.841 eV
Energy   -1758.81899 hartree
Structure (SMILES)   NC(N)=O.NC(N)=O.NC(N)=O.CC(C)O.CC(C)O.CO.CO.CO.CO.CO.CO
M   492.61 g mol⁻¹
Frontier orbital gap   8.6 eV

Last column: Löwdin charge in e.
Element x y z (Å)
N  3.19472  2.04406  -0.00664  0.194
C  2.15402  2.47984  -0.65390  -0.705
N  1.30847  2.87415  0.34830  0.169
O  2.06120  2.68053  -1.82092  0.074
H  3.07990  1.85714  0.97925  0.062
H  3.90691  1.48338  -0.45218  0.080
H  0.34606  2.99292  0.06591  0.053
H  1.45566  2.59970  1.30909  0.064
N  -4.33839  -0.50533  1.96151  0.191
C  -3.33005  0.25623  1.76449  -0.779
N  -2.66480  0.41666  2.81492  0.211
O  -2.93181  0.49377  0.65240  0.038
H  -4.64957  -0.74208  2.89276  0.119
H  -4.72676  -1.05322  1.20713  0.137
H  -1.68310  0.64566  2.75239  0.102
H  -3.12819  0.25860  3.69832  0.127
N  -2.94498  -2.38807  -3.37373  0.188
C  -3.15132  -3.67889  -3.29307  -0.733
N  -3.79375  -4.27280  -4.28671  0.162
O  -2.86897  -4.27335  -2.25989  0.014
H  -3.18210  -1.90104  -4.22618  0.109
H  -2.36440  -1.85973  -2.73822  0.073
H  -3.99971  -3.88289  -5.19537  0.107
H  -3.94741  -5.26172  -4.15063  0.115
C  0.29497  -0.80262  0.18148  -0.047
C  -0.25476  -0.43023  -1.15651  -0.452
C  0.36550  -1.39856  -2.21892  -0.035
O  -1.59520  -0.77836  -1.19538  -0.074
H  -0.15702  -1.67270  0.65768  0.079
H  -0.04481  -0.13331  0.97184  0.058
H  1.38059  -0.86884  0.10979  0.066
H  -0.09899  0.59364  -1.49639  0.134
H  0.30642  -1.00843  -3.23500  0.053
H  -0.03910  -2.40920  -2.27378  0.080
H  1.40984  -1.62375  -2.00271  0.062
H  -1.98996  -0.32908  -0.44444  0.019
C  -3.63411  4.20581  -0.79320  -0.046
C  -2.10930  3.89186  -0.92888  -0.457
C  -1.18509  5.12286  -1.03260  -0.038
O  -1.70233  3.04849  0.14572  -0.091
H  -3.89454  4.89279  0.01199  0.072
H  -4.37315  3.40744  -0.72588  0.070
H  -3.94138  4.75948  -1.68041  0.069
H  -1.86672  3.29576  -1.80860  0.129
H  -1.37750  5.59668  -1.99519  0.079
H  -0.12952  4.85317  -1.06606  0.067
H  -1.50189  5.77908  -0.22198  0.080
H  -2.28326  2.28423  0.14107  0.039
C  2.75230  -3.39342  2.18307  -0.189
O  3.71171  -3.70514  1.24276  -0.103
H  2.12231  -4.27580  2.29541  0.079
H  3.14835  -3.29058  3.19335  0.074
H  2.24944  -2.46464  1.91362  0.065
H  4.36591  -4.21838  1.72256  0.083
C  -2.20982  -3.92991  1.31285  -0.184
O  -2.86168  -4.93495  0.59303  -0.120
H  -1.13017  -4.06012  1.23873  0.068
H  -2.53824  -2.94562  0.97907  0.065
H  -2.45294  -4.08866  2.36347  0.072
H  -2.76946  -4.76015  -0.34640  0.022
C  0.05787  1.12559  4.75508  -0.090
O  0.23883  0.11339  3.72932  -0.167
H  0.36081  2.06048  4.28359  0.091
H  -1.02659  1.07691  4.85346  0.064
H  0.55573  0.92106  5.70292  0.090
H  0.13028  -0.76130  4.10977  0.094
C  4.51308  -1.06726  -0.95838  -0.153
O  5.25529  0.12908  -1.09879  -0.125
H  3.79105  -1.07583  -0.14186  0.055
H  3.91875  -1.28061  -1.84683  0.075
H  5.13600  -1.92678  -0.71077  0.072
H  5.68047  0.21744  -1.95495  0.092
C  2.09322  0.63303  -4.53456  -0.173
O  3.06917  1.25455  -3.72152  -0.141
H  2.24468  -0.44308  -4.45000  0.065
H  1.12254  0.75138  -4.05303  0.058
H  2.05789  1.05290  -5.53982  0.076
H  2.60178  1.67050  -2.99342  -0.016
C  3.35408  1.88973  3.46503  -0.131
O  2.29291  1.56945  2.63335  -0.189
H  3.35389  1.23603  4.33726  0.090
H  4.30779  1.67002  2.98518  0.083
H  3.21150  2.96446  3.57779  0.101
H  1.91115  0.74645  2.94727  0.055


(2)
# C4H3I

2 unconnected molecules or ions with the total composition C4H3I (the ωB97M-V functional and the def2-TZVPD basis, the Open Molecules 2025 dataset).

Energy above the lowest of the compared OMol25 structures with the same formula, charge and spin   53.33 kcal per mole
Multiplicity   1
HOMO level (spin up / spin down)   -9.725 / -8.184 eV
Energy   -451.72951 hartree
M   177.97 g mol⁻¹
Frontier orbital gap (spin up / spin down)   8.8 / 5.3 eV

Last column: Löwdin charge in e.
Element x y z (Å)
C  -0.76961  0.24403  0.03946  -0.075
C  0.11366  -0.71994  -0.00811  -0.179
C  -1.69055  1.14542  0.04251  0.020
C  0.97716  -1.59426  -0.01877  0.083
I  3.90576  0.21037  -0.06249  0.003
H  -2.72824  0.89900  -0.14399  0.068
H  -1.48536  2.18791  0.24055  0.067
H  1.67718  -2.37252  -0.08915  0.013


(3)
# C48H54BN15O3S6Ti

A molecular structure, C48H54BN15O3S6Ti at a distorted geometry (the ωB97M-V functional and the def2-TZVPD basis, the Open Molecules 2025 dataset).

Energy above the lowest of the compared OMol25 structures with the same formula, charge and spin   8.82 kcal per mole
Multiplicity   1
HOMO level   -6.338 eV
Energy   -6172.30343 hartree
M   1140.14 g mol⁻¹
Frontier orbital gap   5.7 eV

Last column: Löwdin charge in e.
Element x y z (Å)
Ti  -1.32282  -1.41883  -0.25281  0.995
C  3.54577  2.01523  5.40694  -0.036
C  2.39384  1.77566  4.42748  -0.546
C  2.04776  0.29058  4.43488  -0.099
C  1.14339  2.55439  4.85207  -0.035
N  2.81113  2.30217  3.09623  -0.004
C  3.08644  3.66012  2.97877  -0.076
C  3.20281  3.94001  1.67719  -0.088
N  2.99150  2.77419  0.96313  0.008
B  2.88144  2.92837  -0.55909  -0.579
N  1.59412  3.70875  -0.96913  0.015
C  1.62789  4.39399  -2.16844  -0.097
C  0.51320  5.12886  -2.27349  -0.046
N  -0.22988  4.91998  -1.12049  0.005
C  0.44378  4.04261  -0.30922  -0.716
S  -0.08545  3.42109  1.18351  0.670
C  -1.52347  5.60354  -0.83321  -0.545
C  -2.63566  4.56352  -0.70112  -0.056
C  -1.38140  6.44239  0.43722  -0.049
C  -1.86757  6.53369  -1.99420  -0.059
N  3.14624  1.57965  -1.38284  0.059
C  4.41347  1.06333  -1.19462  -0.090
C  4.74486  0.32140  -2.26167  -0.036
N  3.66717  0.34333  -3.13390  0.009
C  2.68708  1.09624  -2.55390  -0.585
S  1.10686  1.26123  -3.23309  0.777
C  3.75032  -0.06002  -4.57419  -0.542
C  3.66991  1.20624  -5.42944  -0.037
C  2.64747  -1.04416  -4.96890  -0.050
C  5.10503  -0.72390  -4.81811  -0.051
C  2.78032  1.75004  1.83891  -0.719
S  2.67690  0.12248  1.40948  0.664
H  3.30536  1.56401  6.37034  0.085
H  3.73233  3.07709  5.57072  0.072
H  4.46060  1.55780  5.02809  0.092
H  1.72968  0.03582  5.44898  0.084
H  2.89710  -0.32964  4.16072  0.057
H  1.23878  0.06853  3.74287  0.049
H  0.76810  2.15996  5.79762  0.086
H  0.36987  2.45352  4.08960  0.068
H  1.34911  3.61725  4.98121  0.077
H  3.17404  4.30961  3.82888  0.113
H  3.39757  4.87557  1.18365  0.124
H  3.79633  3.64578  -0.90006  0.124
H  2.45292  4.28971  -2.85015  0.120
H  0.19685  5.77418  -3.06805  0.108
H  -2.46644  3.93973  0.17195  0.008
H  -2.66311  3.91853  -1.58099  0.086
H  -3.59606  5.07265  -0.59846  0.091
H  -1.15244  5.80878  1.29062  0.027
H  -2.31330  6.97736  0.62748  0.086
H  -0.57681  7.17123  0.31792  0.090
H  -2.01864  5.98115  -2.92289  0.089
H  -1.10067  7.29406  -2.14852  0.085
H  -2.79918  7.04391  -1.75280  0.088
H  4.96140  1.27146  -0.29365  0.121
H  5.64161  -0.23415  -2.44868  0.113
H  2.70910  1.70345  -5.29941  0.047
H  3.77821  0.94097  -6.48194  0.091
H  4.46603  1.90310  -5.15978  0.094
H  1.67782  -0.55791  -5.02201  0.034
H  2.56468  -1.85813  -4.25446  0.060
H  2.88467  -1.45483  -5.95219  0.089
H  5.93118  -0.04306  -4.61084  0.086
H  5.16225  -1.00651  -5.86808  0.090
H  5.22536  -1.62436  -4.21558  0.083
C  -2.80190  -1.96138  3.89622  -0.049
C  -2.11424  -3.09151  4.34037  -0.063
C  -0.98518  -3.47288  3.66797  -0.004
C  -0.58088  -2.77195  2.51704  -0.304
N  -1.29760  -1.73630  2.03043  0.077
C  -2.35099  -1.32599  2.76975  -0.123
N  0.64437  -3.10760  2.00493  0.194
C  0.95772  -2.99367  0.77392  -0.291
N  0.09608  -2.81864  -0.29886  0.021
C  0.82960  -2.96928  -1.46158  -0.274
N  0.40298  -2.96757  -2.66732  0.192
C  -0.89132  -2.66213  -3.02961  -0.287
C  -1.31369  -3.17426  -4.26316  0.007
C  -2.56265  -2.87401  -4.74406  -0.039
C  -3.36664  -2.00044  -4.01745  -0.036
C  -2.89230  -1.51760  -2.82697  -0.115
N  -1.70037  -1.86449  -2.29942  0.044
C  2.23828  -3.24675  -1.10951  -0.087
C  3.34526  -3.52503  -1.88691  -0.010
C  4.55901  -3.69891  -1.23351  -0.070
C  4.65177  -3.60174  0.15429  -0.060
C  3.52523  -3.36874  0.93237  -0.012
C  2.32473  -3.20981  0.27143  -0.119
H  -3.66380  -1.57747  4.42258  0.110
H  -2.44537  -3.62695  5.22100  0.112
H  -0.35784  -4.28959  3.99499  0.115
H  -2.83547  -0.42029  2.43782  0.107
H  -0.62418  -3.81250  -4.79566  0.116
H  -2.90924  -3.29104  -5.68044  0.113
H  -4.35035  -1.71168  -4.35568  0.116
H  -3.47309  -0.79524  -2.27198  0.110
H  3.26062  -3.62246  -2.95986  0.105
H  5.45087  -3.91528  -1.80958  0.102
H  5.61521  -3.72647  0.63145  0.105
H  3.57512  -3.30603  2.01055  0.119
N  -6.00982  -5.35862  4.89803  0.105
C  -5.60326  -4.99549  3.62874  -0.321
C  -6.38231  -4.12877  2.85464  -0.024
C  -5.94540  -3.71807  1.61069  -0.064
C  -4.72059  -4.16286  1.12757  -0.290
C  -3.94223  -5.03307  1.87926  -0.055
C  -4.38656  -5.45547  3.11552  -0.036
S  -4.07545  -3.51344  -0.37067  0.587
O  -5.18154  -3.14931  -1.21701  -0.307
O  -3.06293  -4.41033  -0.84996  -0.286
N  -3.27581  -2.18142  0.11146  -0.222
C  -3.80021  -0.94036  0.14692  -0.773
S  -5.44618  -0.40278  0.19628  1.086
C  -4.87331  1.23682  0.30128  -0.357
C  -3.52865  1.27762  0.27113  -0.209
N  -2.92278  0.04623  0.18667  -0.065
H  -6.97788  -5.22126  5.12950  0.091
H  -5.58997  -6.17644  5.30359  0.091
H  -7.33711  -3.78454  3.23402  0.112
H  -6.55620  -3.06988  0.99666  0.095
H  -2.99794  -5.37731  1.47785  0.118
H  -3.79013  -6.14738  3.69893  0.115
H  -5.56934  2.05550  0.36127  0.068
H  -2.90780  2.16069  0.30470  0.068
O  -1.49845  1.53218  -1.94863  -0.523
S  -0.21755  1.29820  -1.26713  0.615
N  -0.17711  -0.16751  -0.70294  -0.420


(4)
# C12H13N3O4S

C12H13N3O4S in the gas phase at a distorted geometry (the ωB97M-V functional and the def2-TZVPD basis, the Open Molecules 2025 dataset).

Energy above the lowest of the compared OMol25 structures with the same formula, charge and spin   31.48 kcal per mole
Multiplicity   1
HOMO level   -8.525 eV
Energy   -1328.44551 hartree
Structure (SMILES)   O=C(CSc1nnc(-c2ccco2)o1)N1CCOCC1
M   295.32 g mol⁻¹
Frontier orbital gap   8.8 eV

Last column: Löwdin charge in e.
Element x y z (Å)
O  -0.05934  0.09027  1.77756  0.061
C  -0.91126  0.68400  1.14081  -0.540
C  -1.01507  2.19988  1.25764  -0.323
S  -0.58732  2.98723  -0.34865  0.995
C  0.55713  1.77294  -0.84424  -0.692
N  0.42091  0.90728  -1.79529  0.068
N  1.50255  0.11802  -1.75971  0.113
C  2.25274  0.54113  -0.77779  -0.255
C  3.49445  -0.02416  -0.36026  -0.200
C  4.16551  -1.12083  -0.84990  0.010
C  5.32974  -1.23632  -0.06700  -0.048
C  5.28150  -0.21001  0.83306  -0.102
O  4.18079  0.52563  0.66282  0.080
O  1.70762  1.60861  -0.16034  0.113
N  -1.75444  0.05891  0.30150  -0.059
C  -1.58258  -1.36028  0.04366  -0.104
C  -2.92142  -2.07353  0.23047  -0.181
O  -3.91549  -1.51375  -0.59728  -0.126
C  -4.08718  -0.14629  -0.32334  -0.187
C  -2.78663  0.64462  -0.52505  -0.143
H  -2.01282  2.54614  1.51988  0.082
H  -0.29759  2.53108  2.00871  0.090
H  3.84474  -1.74104  -1.65987  0.117
H  6.09698  -1.97706  -0.15683  0.104
H  5.95233  0.08582  1.61559  0.125
H  -0.83391  -1.74709  0.73561  0.128
H  -1.23299  -1.48739  -0.98740  0.134
H  -2.83884  -3.12265  -0.05536  0.128
H  -3.22990  -2.00567  1.28539  0.131
H  -4.85578  0.21088  -1.01019  0.128
H  -4.43489  -0.01273  0.71409  0.130
H  -2.95657  1.68872  -0.27462  0.093
H  -2.47294  0.57764  -1.57367  0.131